This record from the OMol25 dataset describes C6H12O in the gas phase. The level of theory is the ωB97M-V functional and the def2-TZVPD basis.

Calculated values
maximum force = 0.009 hartree/bohr
molar mass = 100.2 g/mol
LUMO energy = 0.919 eV
structure (SMILES) = CC(C)[C@H]1C[C@H]1O
frontier orbital gap = 10.40 eV
ΔE to the lowest compared entry with this formula, charge and spin = 28.2 kcal/mol

Last column: Mulliken charge in e.
Positions of all 19 atoms, in Å:
C  1.583  1.193  -0.012  -1.502
C  0.719  -0.061  0.172  0.725
C  1.462  -1.308  -0.287  -1.474
C  -0.601  0.118  -0.542  -0.271
C  -1.791  -0.805  -0.434  -0.882
C  -1.820  0.515  0.253  -0.095
O  -1.834  0.352  1.645  -0.534
H  1.070  2.102  0.328  0.366
H  2.519  1.106  0.551  0.390
H  1.846  1.340  -1.068  0.347
H  0.485  -0.162  1.239  0.223
H  2.400  -1.432  0.266  0.394
H  1.701  -1.241  -1.356  0.334
H  0.844  -2.198  -0.133  0.351
H  -0.515  0.586  -1.526  0.434
H  -2.423  -0.980  -1.300  0.278
H  -1.718  -1.642  0.257  0.274
H  -2.376  1.360  -0.143  0.327
H  -1.552  1.158  2.090  0.317